No. 1
The following is a DFT calculation (ωB97M-V with the def2-TZVPD basis set) of a structure of composition C26H38AsN4O8RuS7.

- Charge: -2
- HOMO level (spin up / spin down): -1.49 / -1.84 eV
- Multiplicity: 6

Last column: Löwdin charge in e.
Geometry (Å):
Ru1 -1.3361 1.6391 0.1682  0.9852
As1 -2.7695 4.1915 1.4489  -0.0680
S1 -2.8742 -0.9339 -4.5396  0.6339
S2 -4.7875 4.6514 1.9542  -0.2533
S3 -3.7046 1.8524 -0.9003  -0.0493
S4 0.5508 -0.2911 1.8680  0.9536
S5 -2.7361 3.6094 -0.9073  -0.1045
S6 3.7780 2.1724 3.9340  0.6361
S7 -1.6584 5.9720 1.7500  -0.2341
O1 3.9774 2.7901 5.2232  -0.3133
O2 -3.2996 -1.9046 -3.5603  -0.3138
O3 -3.5985 -0.8891 -5.7888  -0.3141
O4 -0.8167 1.7573 -2.2102  -0.2020
O5 4.9417 2.0246 3.0958  -0.3124
O6 0.3934 2.7007 1.5576  -0.1402
O7 0.6352 0.7309 -3.5469  -0.0085
O8 -1.4051 2.0406 2.6581  -0.2077
N1 -2.9921 0.5242 -3.8388  -0.1508
N2 -2.5845 -0.3425 1.4032  -0.1440
N3 2.6903 3.0773 3.1151  -0.1199
N4 -1.0008 -0.7860 -0.7382  -0.1168
C1 -0.2609 2.5464 2.6079  -0.8235
C2 -1.8391 -1.9086 -0.3556  -0.1940
C3 1.8914 -3.5185 4.9354  -0.0515
C4 -2.1154 -0.7654 2.7038  -0.2838
C5 0.9207 -2.3169 -4.4062  -0.0386
C6 2.3512 -2.1103 4.6907  -0.2893
C7 1.6275 3.7630 3.8126  -0.2231
C8 3.5107 -0.4914 3.3341  -0.0940
C9 3.1682 0.5047 4.2290  -0.2777
C10 2.0267 -1.0948 5.5888  -0.0442
C11 0.3432 2.9566 3.9553  -0.0839
C12 -1.1096 2.0199 -4.5657  -0.0856
C13 -0.3850 -2.0084 -4.0742  -0.0664
C14 1.0868 -1.3531 0.4807  -0.4245
C15 0.4247 -1.0169 -0.8532  -0.2819
C16 0.6068 -1.3256 -6.5584  -0.0379
C17 2.8720 -2.2457 -5.9838  -0.0552
C18 -1.1776 -1.3332 -4.9760  -0.2676
C19 -2.6186 1.7387 -4.5190  -0.2254
C20 -0.6973 -1.3399 2.7127  -0.4008
C21 -0.6965 -1.0054 -6.2255  -0.0689
C22 3.1066 -1.7923 3.5669  -0.0623
C23 -0.3432 1.4464 -3.3245  -0.6988
C24 -3.0197 -1.3794 0.4854  -0.2078
C25 2.4380 0.2062 5.3654  -0.0644
C26 1.4381 -1.9629 -5.6457  -0.2722
H1 -0.8123 -2.2906 -3.1273  0.0900
H2 0.4965 2.0387 4.5328  0.1027
H3 -3.7463 -0.9366 -0.2009  0.0870
H4 2.2240 0.9935 6.0714  0.1131
H5 3.1926 -3.1918 -5.5529  0.0713
H6 4.1098 -0.2246 2.4790  0.1122
H7 0.8533 -0.0953 -1.2623  0.1042
H8 -2.7787 -1.5325 3.1493  0.1135
H9 3.3771 -2.5723 2.8692  0.1123
H10 -3.0158 1.6538 -5.5341  0.1074
H11 -3.1382 2.5518 -4.0053  0.1043
H12 2.4813 -4.2243 4.3544  0.0731
H13 -3.3161 0.3547 1.5300  0.0791
H14 -0.3496 -1.4228 3.7455  0.0555
H15 -1.2426 -2.6087 0.2331  0.0946
H16 1.4502 -1.3348 6.4719  0.1122
H17 -1.3556 -0.5186 -6.9283  0.1119
H18 2.1625 -1.2014 0.3973  0.0677
H19 -2.1177 0.1217 3.3389  0.0961
H20 3.0224 -2.2720 -7.0609  0.0682
H21 -2.9376 0.5802 -2.8274  -0.0080
H22 1.5549 -2.8160 -3.6878  0.1091
H23 -1.3455 -0.3711 -1.6003  0.0671
H24 1.4002 4.6764 3.2537  0.1225
H25 2.3921 2.7302 2.2111  0.1021
H26 2.0233 4.0193 4.7970  0.1048
H27 -0.9553 3.1009 -4.5763  0.1110
H28 3.5093 -1.4614 -5.5763  0.0846
H29 0.6644 -1.8380 -1.5512  0.0992
H30 -0.6513 1.5838 -5.4547  0.0857
H31 1.9760 -3.7746 5.9904  0.0746
H32 0.9902 -1.0621 -7.5346  0.1062
H33 -3.4991 -2.2186 1.0203  0.1132
H34 -2.2462 -2.4542 -1.2213  0.1026
H35 0.8458 -3.6280 4.6447  0.0750
H36 -0.6541 -2.3227 2.2498  0.0571
H37 0.9061 -2.3869 0.7736  0.0611
H38 -0.4202 3.5553 4.4586  0.1231



No. 2
The following is a DFT calculation (ωB97M-V with the def2-TZVPD basis set) of the ion C9H13N3OP with charge +1.

- Charge: +1
- HOMO level: -12.08 eV
- SMILES: CP(C)(C)=[N+]1N=c2ccccc2=[N+]1[O-]

Last column: Löwdin charge in e.
Geometry (Å):
P1 -0.7386 0.2157 1.8146  0.9578
O1 -1.2764 1.4320 -0.1964  -0.0888
N1 -0.3342 0.6925 -0.5914  -0.1622
N2 0.0269 -0.1929 0.3848  -0.1963
N3 0.8467 -1.1201 -0.0229  0.1609
C1 1.9375 -0.9827 -3.5412  -0.0500
C2 -2.5561 -0.0077 1.7576  -0.1128
C3 1.0854 -0.7889 -1.2554  -0.1890
C4 -0.1578 -1.2333 2.8833  -0.1287
C5 0.3896 0.8611 -3.0231  0.0233
C6 -0.0588 1.7623 2.3103  -0.1342
C7 0.3719 0.3645 -1.6716  -0.0940
C8 1.1827 0.1794 -3.8847  -0.0589
C9 1.9304 -1.3974 -2.2855  0.0099
H1 0.7337 1.5830 3.0184  0.0701
H2 -2.8817 0.3530 0.7664  0.0697
H3 0.4846 2.3156 1.5757  0.0719
H4 2.4109 -2.2845 -1.9709  0.1094
H5 -3.0116 0.6600 2.5170  0.0915
H6 -0.2007 1.7973 -3.3250  0.1550
H7 1.1257 0.4172 -4.9149  0.1065
H8 -2.6530 -1.0038 2.0371  0.0254
H9 0.8130 -1.1264 3.2419  0.0261
H10 -0.7020 2.4467 2.7444  0.0525
H11 2.5135 -1.3905 -4.3584  0.1247
H12 -0.2899 -2.2177 2.3501  0.0828
H13 -0.9918 -1.3347 3.6399  0.0775



No. 3
The following is a DFT calculation (ωB97M-V with the def2-TZVPD basis set) of an isolated molecule of C8H14.

- HOMO level: -8.21 eV
- SMILES: C=C1[C@H](C)[C@]1(C)CC

Last column: Löwdin charge in e.
Geometry (Å):
C1 -2.3391 -0.1525 0.4459  -0.0956
C2 0.1766 -1.7699 -1.3858  0.0398
C3 1.6021 0.2526 -0.0396  -0.1588
C4 -0.2736 1.8200 -0.9679  -0.0240
C5 0.4568 -0.6012 -0.8659  -0.1820
C6 0.1248 0.5994 -0.1774  -0.4391
C7 2.2449 -0.4896 1.0745  -0.0937
C8 -0.9310 0.1233 0.9470  -0.1735
H1 -3.0224 -0.2184 1.2989  0.0742
H2 3.3317 -0.5570 0.9650  0.0754
H3 -0.7905 -2.2521 -1.2651  0.0486
H4 0.5400 2.1795 -1.6049  0.0841
H5 -0.9400 0.9777 1.6275  0.1014
H6 -0.5499 2.6284 -0.2840  0.0877
H7 0.8957 -2.3105 -1.9925  0.0555
H8 2.2842 0.9150 -0.5606  0.1178
H9 -1.1115 1.6041 -1.6363  0.0830
H10 -2.7151 0.6527 -0.1911  0.0695
H11 -2.4012 -1.0868 -0.1156  0.0626
H12 2.0400 -0.0436 2.0535  0.0781
H13 1.9321 -1.5387 1.1634  0.0802
H14 -0.5546 -0.7324 1.5110  0.1088



No. 4
The following is a DFT calculation (ωB97M-V with the def2-TZVPD basis set) of a structure of composition C4H10N2O2.

- HOMO level: -9.36 eV

Last column: Löwdin charge in e.
Geometry (Å):
O1 3.4785 -0.8409 -0.0317  -0.0678
O2 1.3770 1.8448 0.1656  0.1964
N1 2.9376 0.3799 -0.3629  -0.0054
N2 0.7707 -0.3388 0.3956  0.0086
C1 -2.9714 0.0501 -0.1880  -0.1728
C2 -0.5319 -0.1661 0.6472  -0.3946
C3 -1.4512 -0.0875 -0.5096  -0.2904
C4 1.6248 0.7799 0.0214  -0.5917
H1 -0.6233 0.4785 1.2924  0.0253
H2 -3.3344 0.7573 -0.9962  0.0678
H3 -1.0063 0.9430 -1.0058  0.1555
H4 -1.3826 -1.1175 -1.3538  0.1767
H5 3.5124 0.9438 0.1075  0.0763
H6 1.5360 -1.3812 0.2897  0.2665
H7 -2.9708 1.0419 0.3703  0.0568
H8 3.3607 -1.3655 -0.8801  0.1351
H9 -0.8188 -0.9839 1.5061  0.1835
H10 -3.5070 -0.9376 0.5324  0.1742



No. 5
The following is a DFT calculation (ωB97M-V with the def2-TZVPD basis set) of a structure of composition C17H8F9N4O2PtS.

- Charge: +1
- HOMO level (spin up / spin down): -10.67 / -10.56 eV

Last column: Löwdin charge in e.
Geometry (Å):
Pt1 0.0564 0.1775 -0.0566  0.9507
S1 2.2845 0.2535 0.0136  0.7605
F1 -2.5278 -5.0169 1.0224  0.0993
F2 -0.4484 -2.5098 3.5166  0.1954
F3 0.0780 -4.5441 -0.0551  0.1963
F4 1.4812 -2.2052 2.5428  0.1906
F5 -2.7301 -0.6075 2.0331  0.2425
F6 -3.8803 -2.4707 -0.3547  0.1205
F7 0.0292 -0.6110 2.6275  0.1094
F8 -3.1390 -2.4296 3.1510  0.2988
F9 0.4347 -4.6289 2.0550  0.1892
O1 0.1881 -1.8190 0.0361  -0.2421
O2 -1.9450 -0.2520 -0.6726  -0.1250
N1 -1.9380 -4.3997 -2.1309  0.2729
N2 0.1136 2.2361 -0.1008  -0.0432
N3 -2.1850 -1.2622 -1.2421  0.1182
N4 -1.6918 -4.0101 1.4280  0.0669
C1 -2.5274 -2.4942 -0.4333  -0.3644
C2 3.7983 2.4583 -0.0333  -0.0793
C3 -0.9439 3.0516 -0.0670  -0.2691
C4 -0.2981 -4.0240 1.1117  -0.4357
C5 2.5067 1.9309 -0.0518  -0.6066
C6 -2.1591 -3.5789 -1.3573  -0.1066
C7 -2.9054 -1.9233 1.9756  -0.0164
C8 2.9147 4.6745 -0.0725  -0.0122
C9 1.3745 2.7859 -0.0913  -0.2297
C10 0.4612 5.0082 -0.1082  0.0339
C11 4.0006 3.8356 -0.0444  -0.0532
C12 -1.9742 -2.6552 1.0496  -0.1255
C13 -0.3680 -2.4403 1.1131  -0.2550
C14 -0.7781 4.4514 -0.0856  0.0020
C15 1.5899 4.1663 -0.0949  -0.1483
C16 0.1692 -1.9460 2.4855  -0.5632
C17 -2.3327 2.5011 0.0009  -0.0263
H1 0.5929 6.0845 -0.1234  0.1349
H2 3.0529 5.7503 -0.0744  0.1209
H3 -1.6642 5.0713 -0.0756  0.1227
H4 -2.6037 2.0271 -0.9426  0.0874
H5 5.0054 4.2354 -0.0251  0.1187
H6 -2.4248 1.7578 0.7932  0.0627
H7 4.6416 1.7770 -0.0035  0.1156
H8 -3.0425 3.3006 0.1928  0.0915